a.
# C5H9N4

An isolated ion of composition C5H9N4 and charge +1 (ωB97M-V/def2-TZVPD, the OMol25 dataset).

```
! RIJCOSX wB97M-V def2-TZVPD def2/J DEFGRID3
* xyz 1 1
C -0.061 -0.059 -1.870
C 0.370 1.200 -1.682
C -0.221 -0.958 -0.791
C -0.057 -0.444 0.540
C 0.383 0.928 0.670
N 0.631 1.664 -0.459
N -0.573 -2.248 -0.933
N -0.311 -1.160 1.721
N 0.552 1.555 1.831
H -0.285 -0.354 -2.890
H 0.392 1.872 -2.464
H 0.722 2.617 -0.370
H -0.986 -2.639 -1.758
H -1.036 -2.569 -0.109
H 0.124 -0.857 2.566
H -0.284 -2.186 1.554
H 0.242 1.096 2.776
H 0.397 2.541 1.664
*
```

Values from the calculation:
frontier orbital gap: 8.8 eV
highest occupied orbital energy: -12.1 eV
SMILES: Nc1cc[nH]c(=[NH2+])c1N


b.
# C5H9N4

C5H9N4 as an isolated structure (ωB97M-V/def2-TZVPD, the OMol25 dataset).

```
! RIJCOSX wB97M-V def2-TZVPD def2/J DEFGRID3
* xyz 1 1
C 1.908 1.509 -0.606
C 0.404 0.278 -0.033
C 1.409 -0.612 -0.126
C -2.237 0.304 -0.029
C 1.646 -1.949 0.409
N 0.598 1.511 -0.303
N 2.411 0.191 -0.514
N -3.223 -0.515 -0.170
N -2.170 1.479 0.499
H 2.290 2.396 -0.889
H 1.189 -2.043 1.313
H 1.177 -2.716 -0.109
H 2.635 -2.289 0.636
H 3.376 0.107 -0.511
H -3.173 -1.368 -0.657
H -4.139 -0.241 0.030
H -1.104 1.991 0.388
H -2.998 1.969 0.674
*
```

Values from the calculation:
frontier orbital gap (alpha / beta): 7.6 / 8.1 eV
highest occupied orbital energy (alpha / beta): -12.8 / -12.7 eV


The most stable arrangement is a, and the next structure is 520.0 kJ/mol less stable.